The following is a DFT calculation (ωB97M-V/def2-TZVPD) of C5H8O2 as an isolated structure.

Atoms and positions in Å:
C 0.104 -1.257 -1.271
C 0.025 -0.123 -0.290
C -1.202 -0.213 0.562
O -1.041 1.119 1.090
C -0.118 1.395 0.025
C 1.135 0.682 0.344
O 1.639 0.548 1.630
H -0.595 -1.184 -2.109
H 1.109 -1.494 -1.620
H -0.231 -2.114 -0.659
H -1.276 -1.080 1.234
H -2.082 -0.192 -0.099
H -0.310 2.288 -0.566
H 1.939 0.894 -0.363
H 0.877 0.611 2.224

Properties
HOMO-LUMO gap: 10.27 eV
energy: -345.69097 Eh
molecular weight: 100.117 g/mol
lowest unoccupied orbital energy: 0.034 hartree
HOMO level: -9.3583 eV
max |F|: 0.68 eV Å⁻¹

---

The following is a DFT calculation (ωB97M-V/def2-TZVPD) of a 2-piece molecular cluster, C5H8O2 overall.

Atoms and positions in Å:
O -0.637 -1.549 -1.012
C -1.133 -0.492 -0.729
C -0.961 0.913 -0.342
C -2.356 0.320 -0.703
H -0.791 1.161 0.703
H -0.463 1.582 -1.040
H -2.805 0.579 -1.658
H -3.057 0.190 0.117
C 1.266 -0.610 1.555
C 1.802 -0.501 0.348
O 2.318 0.665 -0.136
H 0.951 -1.594 1.868
H 1.170 0.236 2.229
H 1.767 -1.333 -0.353
H 2.930 0.433 -0.844

Properties
SMILES string: O=C1CC1.C=CO
HOMO-LUMO gap: 9.76 eV
energy: -345.69257 Eh
molecular weight: 100.117 g/mol
lowest unoccupied orbital energy: 0.031 hartree
HOMO level: -8.9219 eV
max |F|: 0.65 eV Å⁻¹

---

The following is a DFT calculation (ωB97M-V/def2-TZVPD) of one molecule with the formula C5H8O2.

Atoms and positions in Å:
O -0.853 0.638 -1.805
C 0.255 0.450 -0.935
C 0.580 -1.014 -0.816
C 0.533 -1.429 0.445
C 0.352 -0.284 1.405
C -0.107 0.885 0.523
O -1.495 1.057 0.672
H -1.325 -0.203 -1.768
H 1.081 1.054 -1.329
H 0.779 -1.629 -1.689
H 0.679 -2.452 0.771
H 1.318 -0.052 1.865
H -0.368 -0.473 2.204
H 0.403 1.820 0.783
H -1.831 1.242 -0.217

Properties
SMILES string: O[C@@H]1C=CC[C@@H]1O
HOMO-LUMO gap: 10.78 eV
energy: -345.76895 Eh
molecular weight: 100.117 g/mol
lowest unoccupied orbital energy: 0.035 hartree
HOMO level: -9.8270 eV
max |F|: 0.32 eV Å⁻¹

---

The following is a DFT calculation (ωB97M-V/def2-TZVPD) of C5H8O2 as an isolated structure in a non-equilibrium geometry.

Atoms and positions in Å:
C 1.752 -0.289 -0.216
C 0.276 -0.093 -0.024
C -0.621 -0.986 0.800
O -1.802 -0.705 0.026
C -1.015 -0.066 -0.971
C -0.427 1.156 -0.335
O -1.091 1.844 0.670
H 2.075 -1.329 -0.346
H 2.183 0.307 -1.029
H 2.203 0.079 0.712
H -0.687 -0.702 1.850
H -0.404 -2.055 0.682
H -0.485 -0.680 -1.679
H 0.042 1.820 -1.053
H -1.842 1.303 0.955

Properties
HOMO-LUMO gap: 9.58 eV
energy: -345.66607 Eh
molecular weight: 100.117 g/mol
lowest unoccupied orbital energy: 0.032 hartree
HOMO level: -8.7126 eV
max |F|: 2.15 eV Å⁻¹

---

The following is a DFT calculation (ωB97M-V/def2-TZVPD) of C5H8O2 as an isolated structure in a non-equilibrium geometry.

Atoms and positions in Å:
C -0.433 0.791 0.764
C 0.682 -0.441 0.614
C -0.180 -1.481 -0.163
C -0.251 0.731 -0.739
C 1.213 0.474 -0.546
H -1.986 -0.043 0.425
H -0.114 1.715 1.219
H 1.359 -0.736 1.461
H -0.946 -1.809 0.528
H 0.438 -2.277 -0.634
H -0.577 1.522 -1.440
H 1.609 1.478 -0.179
H 1.762 0.193 -1.435
O -1.711 0.494 1.158
O -0.864 -0.609 -1.031

Properties
HOMO-LUMO gap: 10.62 eV
energy: -345.71704 Eh
molecular weight: 100.117 g/mol
lowest unoccupied orbital energy: 0.036 hartree
HOMO level: -9.6329 eV
max |F|: 2.27 eV Å⁻¹

---

The following is a DFT calculation (ωB97M-V/def2-TZVPD) of C5H8O2 as an isolated structure in a non-equilibrium geometry.

Atoms and positions in Å:
C -1.911 -0.201 -0.159
C -0.697 0.620 0.134
O -0.302 0.528 1.520
C 0.998 0.331 1.013
C 1.265 -0.969 0.395
C 0.655 0.054 -0.501
O 1.468 0.683 -1.446
H -1.702 -1.259 0.035
H -2.761 0.109 0.451
H -2.158 -0.086 -1.218
H -0.813 1.689 -0.107
H 1.740 1.052 1.303
H 2.323 -1.134 0.211
H 0.688 -1.826 0.698
H 1.207 0.409 -2.329

Properties
HOMO-LUMO gap: 9.57 eV
energy: -345.68878 Eh
molecular weight: 100.117 g/mol
lowest unoccupied orbital energy: 0.030 hartree
HOMO level: -8.7600 eV
max |F|: 3.05 eV Å⁻¹

---

The following is a DFT calculation (ωB97M-V/def2-TZVPD) of one molecule with the formula C5H8O2.

Atoms and positions in Å:
O -2.082 -0.311 0.185
C -0.982 -0.995 0.727
C 0.047 0.006 1.246
C 0.717 0.515 -0.030
O 1.841 1.308 0.223
C 0.718 -0.408 -1.201
C -0.003 0.676 -1.318
H -1.673 0.246 -0.509
H -1.326 -1.782 1.402
H -0.424 -1.517 -0.090
H 0.816 -0.480 1.859
H -0.398 0.818 1.838
H 2.011 1.820 -0.579
H 1.172 -1.239 -1.711
H -0.434 1.344 -2.043

Properties
SMILES string: OCCC1(O)C=C1
HOMO-LUMO gap: 10.58 eV
energy: -345.67581 Eh
molecular weight: 100.117 g/mol
lowest unoccupied orbital energy: 0.033 hartree
HOMO level: -9.6801 eV
max |F|: 0.93 eV Å⁻¹

---

The following is a DFT calculation (ωB97M-V/def2-TZVPD) of one molecule with the formula C5H8O2 in a non-equilibrium geometry.

Atoms and positions in Å:
C 1.674 -1.234 0.034
C 1.043 0.138 -0.232
O 1.733 1.211 0.387
O 0.348 0.631 -1.335
C -0.419 0.306 -0.175
C -1.696 -0.347 -0.123
C -1.576 1.001 0.426
H 0.798 -1.873 0.480
H 2.495 -1.068 0.698
H 2.087 -1.766 -0.831
H 1.381 1.941 -0.112
H -1.789 -1.249 0.539
H -2.138 -0.649 -1.041
H -2.151 1.849 -0.178
H -1.789 1.111 1.463

Properties
SMILES string: C[C@@]1(O)OC12CC2
HOMO-LUMO gap: 10.66 eV
energy: -345.68248 Eh
molecular weight: 100.117 g/mol
lowest unoccupied orbital energy: 0.036 hartree
HOMO level: -9.6723 eV
max |F|: 4.18 eV Å⁻¹

---

The following is a DFT calculation (ωB97M-V/def2-TZVPD) of a 2-piece molecular cluster, C5H8O2 overall.

Atoms and positions in Å:
C 0.009 1.864 1.290
C -0.053 0.848 0.205
C 1.017 0.138 -0.534
C -0.113 -0.644 0.164
O 0.127 -1.543 1.172
C -1.379 -0.474 -0.654
O -1.198 0.855 -0.711
H 0.217 2.858 0.884
H 0.807 1.596 1.987
H -0.938 1.894 1.838
H 1.071 0.205 -1.617
H 1.964 0.045 -0.008
H 0.371 -2.386 0.769
H -0.759 -2.882 -2.590
H -1.143 -2.373 -2.196

Properties
HOMO-LUMO gap: 9.20 eV
energy: -345.59416 Eh
molecular weight: 100.117 g/mol
lowest unoccupied orbital energy: 0.021 hartree
HOMO level: -8.6235 eV
max |F|: 0.28 eV Å⁻¹

---

The following is a DFT calculation (ωB97M-V/def2-TZVPD) of one molecule with the formula C5H8O2 in a non-equilibrium geometry.

Atoms and positions in Å:
O -0.320 1.698 1.045
C -0.971 0.455 1.090
C -0.091 -0.681 0.426
C 1.301 -0.151 0.064
C 1.127 0.500 -1.101
O -0.040 0.210 -1.720
C -0.565 -0.933 -0.994
H 0.626 1.442 0.930
H -1.922 0.554 0.545
H -1.231 0.203 2.131
H -0.073 -1.572 1.058
H 2.217 -0.230 0.635
H 1.698 1.295 -1.574
H -0.111 -1.854 -1.390
H -1.644 -0.936 -1.144

Properties
SMILES string: OC[C@@H]1C=COC1
HOMO-LUMO gap: 9.93 eV
energy: -345.73480 Eh
molecular weight: 100.117 g/mol
lowest unoccupied orbital energy: 0.036 hartree
HOMO level: -8.9605 eV
max |F|: 1.09 eV Å⁻¹

---

The following is a DFT calculation (ωB97M-V/def2-TZVPD) of a 2-piece molecular cluster, C5H8O2 overall.

Atoms and positions in Å:
O 0.330 -0.862 2.052
C -0.359 -0.656 1.094
C -1.313 0.497 0.693
C -1.808 -0.443 -0.408
O -0.691 -0.705 -1.234
C -0.850 -1.514 -0.065
H -2.028 0.687 1.499
H -0.866 1.431 0.345
H -2.801 -0.546 -0.831
H -0.892 -2.590 -0.187
C 2.256 0.941 -0.590
H 1.642 1.504 -1.299
H 2.215 1.414 0.395
H 3.292 0.921 -0.939
H 1.874 -0.079 -0.525

Properties
SMILES string: O=C1C[C@H]2O[C@@H]12.C
HOMO-LUMO gap: 10.69 eV
energy: -345.70642 Eh
molecular weight: 100.117 g/mol
lowest unoccupied orbital energy: 0.034 hartree
HOMO level: -9.7515 eV
max |F|: 0.59 eV Å⁻¹

---

The following is a DFT calculation (ωB97M-V/def2-TZVPD) of one molecule with the formula C5H8O2.

Atoms and positions in Å:
C 2.387 -0.150 0.736
C 0.895 0.082 0.734
C 0.203 0.446 -0.344
C -1.309 0.592 -0.427
O -1.723 0.841 -1.741
C -1.918 -0.713 0.060
O -2.523 -1.447 -0.686
H 2.931 0.720 0.342
H 2.643 -1.017 0.111
H 2.753 -0.349 1.749
H 0.378 -0.081 1.683
H 0.700 0.622 -1.299
H -1.661 1.403 0.229
H -2.131 0.014 -2.052
H -1.747 -0.981 1.119

Properties
SMILES string: C/C=C/[C@@H](O)C=O
HOMO-LUMO gap: 10.56 eV
energy: -345.75435 Eh
molecular weight: 100.117 g/mol
lowest unoccupied orbital energy: 0.033 hartree
HOMO level: -9.6548 eV
max |F|: 0.52 eV Å⁻¹